1.
51
Properties=species:S:1:pos:R:3:mulliken_charge:R:1 method="wB97M-V/def2-TZVPD" max_force_ha_per_bohr=0.0161 homo_energy_ev=-4.0 lumo_ha=0.104 total_charge=-1 gap_ha=0.2500
Pd -0.6368 -0.4052 0.0579 -0.253
O 1.9976 0.1922 2.8348 -0.778
O -2.2793 -1.2859 2.2277 -0.588
N -0.1576 -0.4696 2.4455 -0.050
N -2.0712 -2.5687 -0.9879 -0.079
N -1.8235 0.5215 -2.6129 0.090
N 0.8348 -1.1596 -2.5584 0.002
N 0.8918 -0.7640 4.5634 0.149
N -2.3565 0.8166 -0.4216 -1.273
N 1.0288 -1.7075 -0.3676 -1.089
C -1.3968 4.2132 -2.6253 -0.392
C -2.0082 3.3080 -0.4563 -0.780
C 2.1178 -0.9046 -0.7713 0.738
C -0.8350 -2.8080 -1.6925 -0.910
C 3.2282 -0.4925 -0.0488 -0.613
C -0.2878 -1.1615 5.1224 -0.052
C -2.0176 2.0370 -1.0097 0.388
C 2.0953 -0.7273 5.3645 -1.117
C -1.4032 -1.2637 4.3941 -0.971
C 2.9380 0.2193 -2.7812 -1.061
C -2.1282 -0.1182 -1.3862 1.386
C -1.3235 -1.0076 2.9497 0.543
C -2.8564 -1.4519 -1.4733 -1.145
C 0.9388 -0.3193 3.2103 0.377
C 4.0408 0.6335 -2.0462 -0.392
C 1.9950 -0.5542 -2.1207 0.533
C -1.4015 2.9430 -3.1971 -1.183
C 4.1814 0.2778 -0.7025 -0.596
C -1.6931 4.3888 -1.2740 -0.483
C -1.7163 1.8748 -2.3738 0.622
C 0.2125 -1.7334 -1.4409 0.989
H -2.3473 -1.5634 4.8238 0.391
H 4.8015 1.2421 -2.5208 0.363
H -1.1562 2.7972 -4.2435 0.358
H -2.2256 3.4387 0.5969 0.425
H 2.8156 0.4971 -3.8220 0.363
H -0.9766 -2.8842 -2.7859 0.309
H 3.2916 -0.7115 1.0074 0.303
H 2.4168 -1.7354 5.6385 0.322
H -0.4248 -3.7546 -1.3416 0.393
H -0.2553 -1.3766 6.1851 0.341
H -3.1570 -1.5922 -2.5278 0.389
H -1.6690 5.3877 -0.8543 0.357
H 2.8700 -0.2528 4.7725 0.314
H 0.3435 -0.8869 -3.3888 0.271
H -2.6258 -3.4021 -0.8749 0.246
H 5.0446 0.6337 -0.1529 0.372
H -1.1552 5.0746 -3.2362 0.364
H 1.9395 -0.1481 6.2787 0.356
H -1.8851 0.0910 -3.5150 0.339
H -3.7535 -1.3772 -0.8613 0.413

=====

2.
53
Properties=species:S:1:pos:R:3:lowdin_spin:R:1 method="wB97M-V/def2-TZVPD" spin_multiplicity=5 max_force_ha_per_bohr=0.0072 homo_energy_ev="-16.5 / -16.6" lumo_ha="-0.339 / -0.436" total_charge=+3 gap_ha="0.2694 / 0.1752" s2=6.064
Ru -0.0838 -0.1279 -0.0488 2.372
S 4.4277 -0.9026 1.7917 0.132
S -0.6625 -2.3359 -1.0966 0.142
S -3.1418 -2.8510 0.5765 0.007
S 2.2813 -0.1210 -4.0968 0.083
N 2.1351 -0.5131 3.1277 0.109
N 2.0743 -0.3995 0.7811 0.060
N 1.1532 -0.0536 -1.7699 -0.003
N -0.3215 0.2850 -3.5613 0.066
N -1.7520 1.2346 1.8890 0.027
N -1.1711 0.1435 1.7229 0.022
N -2.3893 -4.3248 -1.3501 0.017
C 3.2444 -0.3944 -2.7324 0.205
C -1.9461 -1.4108 5.0189 0.001
C -1.1265 3.9447 -1.1836 -0.007
C -1.9162 -0.4845 3.9917 0.001
C -4.1155 -4.3810 0.3354 0.001
C 0.8788 0.0651 -3.0666 0.042
C -0.5457 2.6740 -1.2696 0.069
C -0.6165 -2.0328 2.6613 0.006
C 2.4971 -0.3346 -1.5745 0.031
C -1.5699 2.1263 0.8303 0.035
C -0.7751 1.7400 -0.2721 0.025
C 4.2821 -0.8024 0.1254 0.271
C -1.9283 4.2935 -0.1101 0.062
C -2.0610 -3.2484 -0.6880 0.031
C -0.6516 -2.9546 3.6989 0.001
C 2.9600 -0.5199 -0.2520 0.088
C -2.1465 3.3795 0.9187 0.007
C -3.6629 -4.9786 -1.0037 0.003
C 2.7007 -0.5691 1.9462 0.058
C -1.3161 -2.6443 4.8768 0.002
C -1.2453 -0.8027 2.8125 0.003
H -0.1674 -3.9156 3.5853 0.000
H -3.5116 -6.0528 -0.9299 0.000
H 2.6729 -0.6119 3.9775 0.001
H 5.1381 -0.9490 -0.5174 0.008
H 1.1507 -0.2919 3.2212 0.002
H -4.3862 -4.7893 -1.7956 0.001
H -2.3718 5.2784 -0.0623 0.003
H -1.3495 -3.3635 5.6844 0.000
H -2.7425 3.6289 1.7871 0.000
H -0.9367 4.6663 -1.9675 -0.001
H 4.3022 -0.5872 -2.8339 0.006
H -5.1689 -4.1171 0.3278 0.000
H -1.8181 -4.6655 -2.1125 0.001
H -2.4090 0.4716 4.0940 0.000
H -1.1153 0.3811 -2.9427 0.003
H -0.1107 -2.2831 1.7355 0.003
H -0.4821 0.3682 -4.5543 0.001
H -2.4664 -1.1718 5.9368 0.000
H 0.0901 2.4575 -2.1165 0.003
H -3.9182 -5.0393 1.1769 0.000

=====

3.
50
Properties=species:S:1:pos:R:3:mulliken_charge:R:1 method="wB97M-V/def2-TZVPD" max_force_ha_per_bohr=0.1267 smiles="CCN(Cc1cc(-n2ccnc2)cc2nc(-c3ccc[nH]c3=O)[nH]c12)c1ncc[nH]1" homo_energy_ev=-7.5 lumo_ha=-0.009 gap_ha=0.2667
O -2.5056 -1.8122 2.2416 -0.659
N -0.8665 1.1593 -1.1981 0.340
N -2.6934 0.5633 0.0634 -0.586
N 5.2907 4.2836 2.9010 -0.613
N 4.1048 2.9461 1.6421 0.085
N 1.6666 -1.1018 2.4871 -0.825
N -0.1209 -0.4480 1.2584 0.079
N -2.2871 -3.9198 3.2575 -0.026
N -2.7208 -0.4391 -1.8822 -0.073
C 0.4850 -3.6107 3.3218 -0.223
C 5.3659 4.6808 1.5445 -0.528
C 4.6721 3.7809 0.7191 -0.220
C -0.1588 1.1795 -2.4723 -1.045
C 0.7885 1.7852 0.5284 0.484
C -1.5663 -4.9027 3.9030 -0.326
C 2.9599 0.9569 2.0942 -0.356
C 2.9538 2.1328 1.4921 0.575
C 0.7666 -0.1183 -2.5732 -0.908
C -0.4265 2.2245 -0.2465 -1.288
C 4.6241 3.2448 2.8348 0.024
C 0.7901 0.5387 1.1433 -0.208
C -3.7785 -0.9092 -1.1857 -0.542
C -1.7533 -2.6992 2.6917 0.291
C -2.0216 0.4546 -1.0584 0.540
C 1.8921 0.0774 1.8603 0.684
C -0.3150 -2.6526 2.7153 -0.005
C 1.9703 2.5231 0.5150 -1.234
C 0.3785 -1.3892 2.2355 0.161
C -3.7747 -0.2837 0.0124 -0.498
C -0.1952 -4.8327 3.8671 -0.698
H 0.4752 -5.5587 4.3189 0.355
H -1.2358 2.4290 0.5829 0.308
H 1.5597 -3.5979 3.3271 0.463
H 2.1839 3.3796 -0.0267 0.584
H 0.4820 1.9789 -2.5752 0.462
H 1.3556 -0.1729 -1.6207 0.152
H -3.2457 -3.9709 3.4225 0.254
H 0.3168 -1.1310 -2.7148 0.278
H 3.8324 0.6228 2.6217 0.558
H -0.8606 1.2455 -3.3296 0.443
H 1.4224 0.0105 -3.4230 0.438
H -4.4690 -1.6213 -1.5183 0.495
H 4.1391 2.6826 3.6867 0.328
H -0.2221 3.1389 -0.7191 0.528
H -2.0487 -5.7245 4.3520 0.415
H 6.0166 5.5412 1.2805 0.360
H -1.1288 -0.3921 0.9996 0.227
H -2.3464 -0.8422 -2.7338 0.233
H 4.4892 3.7616 -0.4226 0.353
H -4.5037 -0.2291 0.8403 0.364